{"formula": "C72H159N9O12", "method": "ωB97M-V with the def2-TZVPD basis set", "orbital_gap_ev": [6.93, 2.82], "lumo_ev": [-1.90, -6.02], "spin_multiplicity": 2, "charge": 1, "elements": ["C", "O", "C", "C", "N", "C", "C", "O", "C", "H", "H", "H", "H", "H", "H", "H", "H", "H", "H", "H", "H", "H", "H", "H", "C", "O", "C", "C", "N", "C", "C", "O", "C", "H", "H", "H", "H", "H", "H", "H", "H", "H", "H", "H", "H", "H", "H", "H", "C", "O", "C", "C", "N", "C", "C", "O", "C", "H", "H", "H", "H", "H", "H", "H", "H", "H", "H", "H", "H", "H", "H", "H", "C", "C", "C", "C", "C", "C", "N", "O", "C", "C", "C", "H", "H", "H", "H", "H", "H", "H", "H", "H", "H", "H", "H", "H", "H", "H", "H", "H", "H", "H", "C", "C", "C", "C", "C", "C", "N", "O", "C", "C", "C", "H", "H", "H", "H", "H", "H", "H", "H", "H", "H", "H", "H", "H", "H", "H", "H", "H", "H", "H", "C", "C", "C", "C", "C", "C", "N", "O", "C", "C", "C", "H", "H", "H", "H", "H", "H", "H", "H", "H", "H", "H", "H", "H", "H", "H", "H", "H", "H", "H", "C", "C", "C", "C", "C", "C", "N", "O", "C", "C", "C", "H", "H", "H", "H", "H", "H", "H", "H", "H", "H", "H", "H", "H", "H", "H", "H", "H", "H", "H", "C", "C", "C", "C", "C", "C", "N", "O", "C", "C", "C", "H", "H", "H", "H", "H", "H", "H", "H", "H", "H", "H", "H", "H", "H", "H", "H", "H", "H", "H", "C", "C", "C", "C", "C", "C", "N", "O", "C", "C", "C", "H", "H", "H", "H", "H", "H", "H", "H", "H", "H", "H", "H", "H", "H", "H", "H", "H", "H", "H"], "positions_angstrom": [[0.257, 3.125, 1.269], [1.197, 2.107, 0.769], [1.315, 0.813, 1.402], [0.017, 0.067, 1.311], [-0.431, -0.061, -0.106], [-1.522, -0.948, -0.374], [-0.992, -2.409, -0.710], [-2.121, -3.232, -0.638], [-1.716, -4.523, -0.979], [0.216, 3.986, 0.600], [0.509, 3.346, 2.306], [-0.731, 2.670, 1.204], [1.660, 0.816, 2.436], [2.002, 0.234, 0.784], [-0.850, 0.532, 1.780], [0.136, -0.920, 1.758], [-0.462, 0.798, -0.636], [-2.012, -0.635, -1.296], [-2.228, -0.929, 0.456], [-0.213, -2.643, 0.017], [-0.493, -2.424, -1.679], [-1.159, -4.508, -1.916], [-2.613, -5.123, -1.132], [-1.138, -4.931, -0.150], [-0.318, 8.014, 8.340], [-0.419, 7.356, 7.044], [0.797, 7.035, 6.375], [0.566, 6.166, 5.135], [0.969, 4.791, 5.355], [2.376, 4.616, 5.518], [2.725, 3.096, 5.519], [2.386, 2.576, 6.762], [2.741, 1.238, 7.113], [0.200, 7.447, 9.113], [-1.352, 8.092, 8.677], [0.107, 8.999, 8.147], [1.445, 6.465, 7.041], [1.308, 7.969, 6.141], [1.156, 6.626, 4.342], [-0.458, 6.220, 4.767], [0.409, 4.342, 6.065], [2.855, 5.202, 6.303], [2.779, 4.995, 4.579], [3.792, 3.007, 5.313], [2.202, 2.419, 4.844], [2.494, 0.947, 8.134], [3.830, 1.183, 7.108], [2.434, 0.484, 6.389], [-2.750, 2.775, -0.961], [-1.541, 2.175, -1.386], [-0.986, 2.709, -2.620], [0.367, 2.064, -3.095], [1.567, 2.364, -2.315], [2.796, 1.631, -2.631], [2.771, 0.182, -2.065], [3.266, -0.681, -3.022], [2.928, -2.041, -2.724], [-3.241, 2.280, -0.123], [-3.534, 2.756, -1.717], [-2.520, 3.786, -0.624], [-0.690, 3.740, -2.429], [-1.724, 2.734, -3.421], [0.582, 2.364, -4.120], [0.251, 0.983, -3.166], [1.417, 2.321, -1.318], [3.667, 2.118, -2.193], [3.043, 1.628, -3.693], [1.755, -0.099, -1.791], [3.382, 0.167, -1.163], [2.928, -2.321, -1.671], [3.739, -2.699, -3.036], [2.008, -2.319, -3.238], [-3.471, -5.077, 5.882], [-3.065, -4.457, 4.583], [-3.096, -5.716, 3.633], [-3.167, -5.317, 2.116], [-4.351, -4.472, 1.969], [-4.517, -3.123, 2.864], [-4.235, -3.547, 4.264], [-4.577, -2.674, 5.333], [-3.624, -1.978, 2.437], [-5.996, -2.744, 2.805], [-1.724, -3.727, 4.644], [-3.437, -4.345, 6.689], [-2.820, -5.915, 6.131], [-4.503, -5.424, 5.842], [-2.111, -6.153, 3.796], [-3.944, -6.376, 3.813], [-3.161, -6.130, 1.390], [-2.228, -4.844, 1.829], [-5.212, -5.122, 2.128], [-4.300, -4.113, 0.942], [-2.586, -2.252, 2.244], [-3.996, -1.543, 1.510], [-3.615, -1.161, 3.159], [-6.634, -3.487, 3.283], [-6.200, -1.853, 3.399], [-6.463, -2.484, 1.855], [-1.081, -4.442, 5.157], [-1.772, -2.748, 5.122], [-1.315, -3.355, 3.705], [-3.855, -2.041, 5.348], [-1.080, 0.562, 4.559], [-2.012, 1.629, 5.229], [-2.256, 2.771, 4.142], [-3.360, 3.727, 4.448], [-4.638, 2.923, 4.658], [-4.586, 1.737, 5.734], [-3.335, 0.976, 5.537], [-3.233, -0.161, 6.372], [-4.603, 2.294, 7.184], [-5.702, 0.700, 5.397], [-1.405, 2.237, 6.470], [-0.777, -0.309, 5.140], [-0.222, 1.043, 4.089], [-1.707, 0.063, 3.821], [-1.371, 3.392, 4.000], [-2.477, 2.345, 3.164], [-3.518, 4.525, 3.722], [-3.151, 4.293, 5.355], [-5.140, 2.524, 3.777], [-5.312, 3.665, 5.086], [-3.936, 3.154, 7.244], [-5.637, 2.540, 7.428], [-4.185, 1.590, 7.904], [-5.926, 0.043, 6.237], [-6.617, 1.235, 5.142], [-5.479, 0.151, 4.483], [-1.104, 1.442, 7.152], [-1.896, 3.094, 6.932], [-0.440, 2.557, 6.077], [-3.202, 0.302, 7.212], [0.195, 4.926, -5.363], [1.046, 6.124, -4.856], [0.014, 7.276, -4.606], [0.414, 8.305, -3.496], [0.857, 7.585, -2.255], [1.916, 6.529, -2.417], [1.603, 5.677, -3.577], [2.443, 4.566, -3.737], [3.292, 7.240, -2.534], [2.007, 5.570, -1.176], [2.076, 6.527, -5.854], [-0.416, 4.558, -4.538], [0.777, 4.114, -5.799], [-0.571, 5.162, -6.102], [-0.146, 7.746, -5.576], [-0.964, 6.836, -4.414], [-0.393, 9.036, -3.454], [1.270, 8.853, -3.888], [0.080, 7.099, -1.665], [1.127, 8.361, -1.538], [3.297, 7.897, -3.404], [3.497, 7.828, -1.640], [4.138, 6.597, -2.774], [1.869, 6.056, -0.210], [1.286, 4.755, -1.235], [2.993, 5.127, -1.036], [2.985, 6.941, -5.417], [1.779, 7.317, -6.543], [2.518, 5.710, -6.424], [1.978, 3.931, -3.186], [5.337, -1.156, 4.911], [5.009, -0.610, 3.490], [6.159, -0.856, 2.419], [6.300, -2.280, 1.926], [4.938, -2.613, 1.246], [3.721, -2.546, 2.233], [3.741, -1.260, 2.943], [2.665, -1.160, 3.814], [2.450, -2.756, 1.320], [3.757, -3.808, 3.146], [4.763, 0.947, 3.531], [6.340, -0.950, 5.285], [5.228, -2.237, 4.818], [4.648, -0.782, 5.668], [6.132, -0.126, 1.611], [7.055, -0.657, 3.007], [6.495, -2.977, 2.741], [7.091, -2.530, 1.219], [5.025, -3.614, 0.823], [4.728, -2.037, 0.345], [1.591, -2.810, 1.989], [2.384, -1.812, 0.780], [2.486, -3.552, 0.577], [4.776, -3.994, 3.486], [3.144, -3.736, 4.045], [3.397, -4.626, 2.523], [3.911, 1.129, 4.186], [4.595, 1.382, 2.546], [5.680, 1.385, 3.923], [2.778, -1.834, 4.488], [0.768, -5.059, -4.356], [1.629, -5.654, -5.442], [3.008, -5.019, -5.329], [4.123, -5.643, -6.205], [4.225, -7.079, -5.949], [2.831, -7.868, -6.042], [1.793, -7.144, -5.351], [0.634, -7.868, -5.138], [2.466, -8.261, -7.442], [3.076, -9.205, -5.231], [0.952, -5.270, -6.738], [0.854, -3.985, -4.193], [0.961, -5.550, -3.402], [-0.255, -5.374, -4.560], [2.893, -3.991, -5.671], [3.252, -5.063, -4.267], [5.060, -5.124, -6.001], [3.887, -5.524, -7.263], [4.849, -7.294, -5.082], [4.706, -7.403, -6.872], [1.476, -8.718, -7.426], [2.404, -7.406, -8.115], [3.195, -8.887, -7.956], [3.996, -9.696, -5.548], [3.078, -8.977, -4.165], [2.185, -9.827, -5.315], [1.609, -5.349, -7.604], [0.595, -4.240, -6.732], [0.104, -5.910, -6.983], [0.707, -8.140, -4.220], [-1.407, 0.878, -7.891], [-2.385, -0.127, -7.193], [-1.574, -1.456, -6.967], [-2.146, -2.416, -5.902], [-2.395, -1.709, -4.574], [-3.251, -0.420, -4.710], [-2.698, 0.428, -5.804], [-3.339, 1.651, -5.959], [-4.722, -0.854, -4.916], [-3.111, 0.344, -3.453], [-3.640, -0.483, -8.065], [-0.617, 1.308, -7.275], [-1.920, 1.722, -8.352], [-0.926, 0.391, -8.740], [-1.599, -2.132, -7.822], [-0.497, -1.451, -6.802], [-1.555, -3.314, -5.723], [-3.081, -2.708, -6.379], [-1.387, -1.442, -4.256], [-2.790, -2.345, -3.783], [-5.306, -0.055, -5.372], [-4.832, -1.682, -5.617], [-5.191, -1.192, -3.993], [-2.051, 0.559, -3.319], [-3.690, 1.267, -3.481], [-3.533, -0.192, -2.603], [-4.197, -1.371, -7.768], [-3.256, -0.607, -9.078], [-4.331, 0.354, -7.967], [-2.689, 2.266, -5.612]], "forces_ev_per_a": [[0.3, -2.5, 0.0], [0.4, 1.2, -0.3], [-1.2, 0.3, -0.3], [-1.6, -0.1, -1.7], [1.9, -0.4, 0.1], [1.0, -0.9, -0.9], [-1.0, 2.6, 1.4], [0.4, 0.1, -0.4], [-0.8, -0.6, 0.0], [0.6, -0.1, 0.1], [-0.1, 0.4, 0.0], [-0.2, 0.2, 0.3], [0.2, 0.5, 0.0], [0.3, 0.4, 0.1], [0.3, 0.3, 0.9], [0.0, -0.1, 0.0], [-0.2, -0.1, 0.7], [-0.2, 0.2, 0.3], [-0.2, -0.5, -0.1], [0.0, -0.5, 0.4], [-0.2, 0.0, -0.4], [0.3, -0.2, -0.1], [0.0, -0.1, 0.1], [0.3, -0.3, -0.2], [-0.5, -0.4, -1.6], [-0.2, -0.5, 0.6], [-0.5, 0.6, 0.8], [0.1, 0.4, 0.5], [-1.1, 0.1, -0.5], [0.0, -1.6, -1.7], [0.4, 0.3, 0.6], [-0.8, -0.4, 2.5], [1.4, 0.6, -0.8], [0.5, -0.1, -0.3], [0.1, 0.3, -0.1], [0.1, 0.1, 0.5], [0.1, 0.0, 0.2], [0.2, 0.2, -0.2], [0.3, -0.4, -0.2], [-0.2, 0.0, 0.4], [0.1, 0.1, 0.2], [0.1, -0.4, 0.5], [0.4, 0.1, -0.1], [0.4, -0.1, 0.1], [-0.2, 0.8, -1.1], [-0.7, 0.5, -0.2], [0.4, -0.1, -0.1], [-0.6, 0.0, -0.1], [-0.1, 0.5, -0.1], [0.7, -0.3, -1.3], [1.1, 0.4, 1.0], [-0.7, -1.4, 0.3], [0.2, 1.8, -0.4], [0.0, -0.9, 0.5], [-0.3, 1.2, -0.2], [0.4, -1.5, -0.2], [0.9, -0.3, -0.3], [0.8, -0.6, 0.2], [0.2, 0.3, -0.5], [-0.3, 0.3, -0.2], [-0.3, 0.6, 0.2], [0.0, -0.3, 0.0], [-0.4, 0.3, -0.1], [-0.3, -0.4, 0.0], [-0.3, -0.1, 0.5], [-0.2, 0.4, 0.3], [-0.5, -0.2, -0.2], [-0.3, 0.1, 0.2], [0.1, -0.2, 0.3], [-0.6, 0.7, 0.4], [0.0, 0.2, -0.8], [-0.1, 0.0, 0.2], [0.3, 0.2, 1.6], [-2.5, 0.4, -1.3], [1.2, 1.4, -1.9], [1.8, -0.3, 1.9], [-0.8, 2.4, -0.6], [0.1, -1.8, 0.7], [-0.1, -1.8, -0.6], [0.4, -0.3, -1.3], [0.1, 0.4, -0.7], [-0.8, 0.7, 0.7], [-0.2, -0.1, -0.2], [0.1, -0.1, 0.2], [0.1, 0.0, 0.1], [0.1, 0.0, -0.2], [-0.2, -0.7, 0.3], [0.2, 0.0, 0.5], [-0.5, -0.5, 0.4], [0.1, 0.7, 0.2], [-0.3, 0.4, 0.0], [-0.7, 0.2, -0.3], [0.0, -0.3, 0.1], [-0.1, 0.0, -0.2], [-0.2, 0.0, 0.3], [0.3, -0.4, -0.1], [0.3, 0.2, 0.2], [0.6, -0.4, -0.5], [0.7, 0.6, 0.0], [-0.3, -0.3, 1.0], [0.1, -1.0, -0.5], [0.1, 0.7, 0.4], [-1.2, 0.1, 0.1], [-1.5, 0.0, -0.3], [0.6, -0.3, -0.1], [-0.8, -0.7, 0.8], [-0.8, -0.1, 1.7], [1.1, -0.4, -0.6], [0.7, 0.2, -3.0], [0.2, 1.3, -0.2], [-0.3, 0.0, -1.0], [-0.4, 1.2, 0.3], [1.8, -0.3, -0.6], [0.2, 0.5, 0.8], [0.0, -0.1, 0.0], [0.1, 0.3, -0.5], [0.6, -0.5, 0.2], [0.1, -0.5, 0.0], [0.1, -0.3, -0.5], [0.1, -0.1, 0.3], [0.5, 0.1, -0.3], [-0.6, -0.2, 0.0], [-0.4, 0.3, 0.0], [0.2, 0.2, 0.4], [-0.4, -0.2, 0.1], [0.2, -0.1, -0.2], [-0.3, 0.2, 0.3], [0.4, -0.2, 0.3], [-0.4, 0.1, 0.5], [-0.1, -0.3, 0.0], [0.3, 0.4, 0.4], [0.2, -0.8, 1.0], [-0.2, -0.4, 0.0], [-2.9, 0.0, -0.1], [0.2, 0.2, 0.4], [0.1, -1.1, -2.3], [-1.5, 0.5, 1.5], [1.2, -0.4, 1.5], [2.7, -0.4, -1.0], [-1.1, 3.5, -0.9], [0.4, -0.1, -1.6], [0.0, 0.0, 0.0], [2.5, 0.4, -0.7], [0.2, -0.2, 0.2], [0.2, 0.1, 0.3], [0.4, 0.7, -0.2], [0.3, 0.2, 0.1], [0.0, -0.1, 0.5], [0.0, -0.2, 0.8], [0.1, 0.2, 0.0], [-0.8, -0.1, -0.5], [0.8, -0.2, 0.1], [-0.3, 0.4, 0.2], [-0.2, -0.2, 0.0], [-0.2, -0.5, 0.5], [-0.4, 0.6, -0.3], [0.0, 0.1, 0.0], [0.1, -0.1, -0.6], [-0.1, 0.2, 0.5], [-0.6, -0.3, 0.1], [-0.5, -0.3, -0.1], [-0.4, -2.6, 2.0], [-0.2, -0.2, -0.9], [-0.6, 0.2, -1.4], [0.8, -0.1, 1.8], [-1.9, -0.3, -0.8], [0.4, -0.7, 0.8], [0.6, -1.7, -1.0], [0.8, 0.6, -1.2], [-0.5, 0.5, 0.2], [0.5, 2.1, 1.1], [0.5, 0.6, -0.2], [0.3, -1.5, 0.2], [0.1, 0.2, -0.3], [0.1, -0.1, 0.4], [-0.2, 0.0, -0.1], [-0.3, -0.1, 0.0], [0.3, 0.5, -0.1], [-0.2, 0.1, 0.3], [0.2, 0.8, -0.1], [-0.3, -0.4, 0.3], [0.2, 0.7, 0.2], [-0.2, -0.3, -0.3], [-0.4, 0.0, -0.3], [0.3, -0.3, 0.5], [0.0, -0.3, 0.0], [-0.3, 0.0, -0.1], [0.1, -0.2, 0.4], [0.2, 0.2, -0.1], [-0.2, -0.3, -0.1], [-0.1, 0.2, 0.3], [0.0, -0.3, 0.5], [-0.8, -1.6, 1.1], [0.2, -0.8, -1.1], [0.5, 0.0, -0.8], [-1.5, 1.6, 0.8], [-0.8, -1.7, -1.4], [1.9, -0.9, 1.8], [1.1, 2.1, 1.5], [-0.8, 0.0, -0.4], [-0.2, 0.6, -1.2], [-0.9, 1.0, -0.1], [-0.1, 0.1, -1.3], [0.1, -0.1, -0.5], [0.4, 0.1, 0.3], [-0.3, 0.5, 0.0], [0.0, 0.3, 0.4], [0.4, 0.2, 0.0], [0.1, 0.0, -0.1], [-0.1, 0.4, -0.1], [-0.4, -0.4, 0.1], [0.7, -0.9, 0.4], [0.1, -0.2, -0.1], [-0.2, 0.3, 0.1], [0.0, -0.5, 0.4], [-0.2, -0.1, 0.0], [0.6, 0.2, 0.1], [0.3, -0.4, -0.5], [0.2, 0.0, 0.0], [0.0, 0.1, 0.1], [-0.1, -0.1, 0.3], [-0.2, -0.1, 0.2], [-1.0, -0.1, -0.6], [0.9, -1.1, 1.4], [0.3, -1.5, 0.5], [-1.4, 0.8, 0.0], [0.7, 0.6, -0.7], [-0.7, -1.3, -1.2], [1.7, -1.8, -1.0], [-0.8, 0.5, 0.2], [-0.1, 0.1, -0.6], [-0.2, 0.8, 0.8], [0.9, 1.0, 0.6], [-0.1, -0.4, 0.4], [-0.3, 0.1, 0.2], [0.1, -0.3, 0.1], [-0.3, 0.6, -0.8], [0.2, 1.3, 0.2], [0.2, 0.1, -0.4], [-0.3, -0.6, 0.5], [0.2, 0.4, 0.4], [-0.3, -0.1, -0.1], [-0.1, 0.2, 0.3], [0.3, -0.1, 0.0], [0.1, 0.2, 0.1], [-0.2, 0.0, 0.3], [0.1, 0.2, -0.2], [0.3, -0.3, 0.0], [0.4, -0.1, 0.2], [-0.4, 0.1, -0.1], [0.0, 0.1, -0.5], [-0.1, 0.3, -0.1]]}